1.
A structure of composition C17H28AgBN3NbO3 at a distorted geometry, computed with ωB97M-V with the def2-TZVPD basis set.

The molar mass comes out at 534.02 g mol⁻¹. The calculation puts the maximum force at 3.6 eV/Å. The value obtained for the relative energy (zero: lowest compared OMol25 entry of this formula, charge and spin) is 0.5 kcal/mol.

ORCA input file:
```
! wB97M-V def2-TZVPD RIJCOSX def2/J DEFGRID3
* xyz 2 1
N -1.607 0.004 1.517
C -2.309 -0.295 2.464
O -3.002 -0.565 3.383
Ag -1.794 3.062 -0.996
Nb -0.304 0.689 0.109
N 1.023 2.010 0.806
N -1.071 1.119 -1.736
C 1.613 1.987 2.154
C -2.190 0.630 -2.579
C 0.715 2.809 3.073
C 3.017 2.597 2.143
C 1.696 0.575 2.703
C -2.527 1.758 -3.569
C -1.816 -0.640 -3.342
C -3.386 0.380 -1.671
H 0.650 3.850 2.746
H 1.113 2.787 4.094
H -0.301 2.396 3.085
H 3.663 2.093 1.419
H 3.470 2.471 3.134
H 3.010 3.670 1.931
H 0.713 0.102 2.802
H 2.132 0.628 3.708
H 2.337 -0.071 2.099
H -2.708 2.727 -3.063
H -3.458 1.512 -4.096
H -1.715 1.907 -4.292
H -1.096 -0.423 -4.141
H -2.728 -1.040 -3.811
H -1.388 -1.398 -2.675
H -3.172 -0.386 -0.916
H -4.233 0.056 -2.290
H -3.688 1.297 -1.144
C 0.232 1.265 -2.444
H 1.066 1.102 -1.726
H 0.344 0.555 -3.274
H 0.341 2.287 -2.834
C 1.154 3.326 0.145
H 2.088 3.410 -0.439
H 0.303 3.552 -0.529
H 1.139 4.129 0.897
O 0.880 -2.146 1.318
B 0.404 -1.539 0.091
O 0.342 -2.586 -0.905
C 0.681 -3.733 -0.269
C 0.731 -5.025 -0.757
C 1.100 -6.054 0.120
C 1.386 -5.785 1.462
C 1.325 -4.475 1.950
C 0.990 -3.465 1.068
H 0.486 -5.217 -1.799
H 1.163 -7.077 -0.253
H 1.660 -6.596 2.139
H 1.526 -4.229 2.991
*
```

2.
A structure of composition C17H28BaN6O6Se at a distorted geometry, computed with ωB97M-V with the def2-TZVPD basis set.

The molar mass comes out at 628.74 g mol⁻¹. The calculation puts the maximum force at 3.6 eV/Å. The value obtained for the relative energy (zero: lowest compared OMol25 entry of this formula, charge and spin) is 0.0 kcal/mol.

ORCA input file:
```
! wB97M-V def2-TZVPD RIJCOSX def2/J DEFGRID3
* xyz 0 1
O -3.487 -0.681 -3.023
H -4.154 -1.269 -3.413
Ba -2.546 0.243 -0.691
N -0.491 -1.973 0.059
N -2.963 -2.237 0.015
N 0.073 1.049 -1.421
N -1.893 1.656 -2.997
O 0.827 -1.774 0.098
O 1.209 0.679 -0.728
O -2.809 1.795 -4.048
O -4.105 -1.797 0.398
C -2.340 -3.194 0.758
C -0.924 -3.089 0.706
C 0.324 2.009 -2.320
C -0.788 2.368 -3.179
C -0.041 -4.087 1.374
H -0.049 -3.968 2.471
H 0.989 -3.967 1.017
H -0.389 -5.108 1.146
C -3.076 -4.137 1.629
H -4.126 -4.173 1.317
H -3.030 -3.825 2.686
H -2.642 -5.144 1.562
C 1.656 2.659 -2.486
C -0.626 3.398 -4.247
H 2.410 2.078 -1.948
H 1.643 3.682 -2.081
H 1.921 2.731 -3.549
H -1.595 3.682 -4.662
H 0.008 3.015 -5.060
H -0.135 4.291 -3.840
H 1.022 -0.285 -0.453
H -3.366 0.987 -3.946
C -2.167 -1.421 -2.978
H -2.152 -2.121 -2.129
H -1.351 -0.685 -2.930
H -2.056 -1.988 -3.913
O 1.024 -2.740 -2.551
H 1.832 -2.514 -3.039
H 1.165 -2.401 -1.636
C 0.054 3.146 3.669
N 0.674 2.026 2.998
C 0.001 0.972 2.433
Se -1.826 0.763 2.449
N 0.974 0.097 2.025
C 2.232 0.541 2.407
C 3.469 -0.096 2.384
C 4.523 0.562 3.036
C 4.331 1.801 3.680
C 3.082 2.437 3.674
C 2.049 1.771 3.024
H 0.018 2.996 4.756
H -0.964 3.258 3.288
H 0.642 4.044 3.456
H 0.810 -0.771 1.477
H 3.563 -1.055 1.874
H 5.517 0.107 3.059
H 5.172 2.264 4.196
H 2.876 3.394 4.149
*
```

3.
A structure of composition C17H28BaNO2P2Te at a distorted geometry, computed with ωB97M-V with the def2-TZVPD basis set.

The molar mass comes out at 605.29 g mol⁻¹. The calculation puts the maximum force at 3.1 eV/Å. The value obtained for the relative energy (zero: lowest compared OMol25 entry of this formula, charge and spin) is 138.6 kcal/mol.

ORCA input file:
```
! wB97M-V def2-TZVPD RIJCOSX def2/J DEFGRID3
* xyz 1 1
Ba 0.123 1.197 0.857
P 2.575 -1.269 0.506
C 2.366 -1.322 -1.300
C 1.075 -1.409 -1.932
N -0.096 -0.800 -1.464
C -1.253 -1.191 -2.032
C -1.294 -2.148 -3.036
C -0.134 -2.662 -3.598
C 1.082 -2.209 -3.104
C -2.580 -0.661 -1.539
P -2.563 0.946 -0.655
H 2.045 -2.527 -3.509
H -2.264 -2.495 -3.378
H -0.132 -3.427 -4.373
H -3.301 -0.570 -2.363
H -3.051 -1.374 -0.846
H 2.292 1.200 -1.637
H 3.152 -0.843 -1.945
H 0.339 3.689 -1.146
O 2.794 1.987 -1.488
H 2.348 2.593 -2.115
H 0.227 2.511 2.927
O -0.222 3.984 -1.829
H -0.705 4.658 -1.326
C -2.689 2.038 -2.122
H -3.582 1.785 -2.713
H -2.746 3.085 -1.795
H -1.786 1.925 -2.738
C -4.292 1.057 -0.055
H -4.333 1.822 0.736
H -4.983 1.341 -0.865
H -4.601 0.093 0.375
C 2.606 -3.103 0.473
H 3.584 -3.424 0.091
H 2.394 -3.550 1.449
H 1.851 -3.437 -0.250
C 4.380 -0.825 0.591
H 4.629 -0.618 1.644
H 5.005 -1.663 0.238
H 4.606 0.081 0.003
Te -1.231 3.328 3.588
C -0.246 1.599 4.271
C -0.809 0.337 3.961
C -0.360 -0.728 4.743
C 0.670 -0.543 5.661
C 1.339 0.678 5.786
C 0.954 1.761 5.013
H -1.678 0.287 3.279
H -0.868 -1.683 4.654
H 0.967 -1.376 6.307
H 2.128 0.811 6.516
H 1.428 2.749 5.045
*
```

4.
A cluster of 3 separate species, C17H28BrNO7S2 in total at a distorted geometry, computed with ωB97M-V with the def2-TZVPD basis set.

The molar mass comes out at 502.45 g mol⁻¹. As for the structure (SMILES): CNCC1=C(C[C@H](C)Br)C(=O)OC1=O.O=S1(=O)CCCC1.O=S1(=O)CCCC1. The calculation puts the maximum force at 4.8 eV/Å.

ORCA input file:
```
! wB97M-V def2-TZVPD RIJCOSX def2/J DEFGRID3
* xyz 0 1
C -5.434 3.274 -1.321
N -3.937 3.306 -1.308
C -3.341 2.084 -1.932
C -3.261 0.952 -0.816
C -2.417 -0.201 -0.886
C -1.399 -0.688 -2.005
C -2.045 -0.948 -3.456
C -3.633 -1.235 -3.390
Br -1.159 -2.561 -4.283
C -2.707 -1.047 0.447
O -2.754 -2.263 0.656
O -2.955 0.057 1.356
C -3.962 0.800 0.608
O -5.058 1.152 1.049
H -5.835 2.443 -2.010
H -5.836 4.266 -1.749
H -5.883 3.192 -0.264
H -3.628 4.143 -1.823
H -3.905 1.781 -2.879
H -2.252 2.366 -2.189
H -0.467 -0.005 -2.068
H -0.991 -1.710 -1.653
H -1.807 -0.043 -4.110
H -3.936 -1.546 -4.451
H -4.225 -0.315 -3.066
H -3.862 -2.061 -2.628
O 2.540 -0.594 -1.860
S 2.163 0.776 -1.599
O 0.858 1.299 -1.958
C 2.472 1.131 0.119
C 3.916 1.614 0.149
C 4.068 2.549 -1.054
C 3.432 1.853 -2.258
H 2.304 0.232 0.723
H 1.786 1.924 0.425
H 4.151 2.119 1.087
H 4.598 0.763 0.043
H 3.543 3.488 -0.852
H 5.115 2.793 -1.247
H 2.979 2.569 -2.945
H 4.156 1.234 -2.791
O 4.057 -0.652 3.612
S 2.897 -1.365 3.129
O 2.125 -0.904 1.995
C 3.352 -3.070 2.862
C 3.099 -3.741 4.206
C 1.763 -3.184 4.703
C 1.798 -1.667 4.508
H 4.391 -3.131 2.540
H 2.693 -3.473 2.090
H 3.075 -4.828 4.112
H 3.894 -3.479 4.911
H 0.947 -3.613 4.113
H 1.582 -3.443 5.749
H 0.809 -1.269 4.276
H 2.207 -1.160 5.383
*
```

5.
A cluster of 2 separate species, C17H28Cl2F8NO7P in total at a distorted geometry, computed with ωB97M-V with the def2-TZVPD basis set.

The molar mass comes out at 612.27 g mol⁻¹. As for the structure (SMILES): C[C@@H](Cl)[C@H](Cl)OC(=O)NCCOCC(F)(F)C(F)(F)C(F)(F)C(F)F.CCOP(=O)(OCC)OCC. The calculation puts the maximum force at 5.4 eV/Å.

ORCA input file:
```
! wB97M-V def2-TZVPD RIJCOSX def2/J DEFGRID3
* xyz 0 1
C -5.406 -1.589 1.269
C -4.800 -0.480 0.411
Cl -3.273 0.103 1.127
C -4.607 -0.881 -1.064
Cl -6.035 -0.282 -1.979
O -4.407 -2.266 -1.178
C -4.770 -2.794 -2.390
O -5.569 -3.670 -2.406
N -4.138 -2.229 -3.523
C -3.510 -3.228 -4.392
C -2.569 -4.174 -3.663
O -1.737 -3.447 -2.763
C -0.560 -2.965 -3.356
C -0.188 -1.648 -2.691
F 0.703 -1.017 -3.520
F -1.256 -0.834 -2.613
C 0.542 -1.755 -1.329
F 1.736 -2.341 -1.547
F 0.702 -0.496 -0.871
C -0.181 -2.573 -0.232
F -0.037 -3.889 -0.518
F -1.475 -2.238 -0.189
C 0.412 -2.376 1.200
F 1.670 -1.906 1.178
F -0.384 -1.561 1.923
H -6.151 -1.195 1.957
H -4.630 -2.045 1.878
H -5.890 -2.359 0.675
H -5.482 0.361 0.402
H -3.723 -0.361 -1.428
H -4.829 -1.710 -4.050
H -4.225 -3.788 -5.000
H -2.898 -2.666 -5.102
H -1.953 -4.730 -4.371
H -3.109 -4.888 -3.042
H 0.254 -3.684 -3.221
H -0.672 -2.787 -4.427
H 0.374 -3.347 1.700
C 3.605 0.501 0.536
C 4.759 1.182 1.247
O 4.426 2.487 1.739
P 3.317 2.601 2.926
O 3.957 2.062 4.145
O 3.288 4.197 3.248
C 3.771 4.733 4.478
C 5.263 4.993 4.435
O 1.992 2.643 2.028
C 1.460 3.828 1.406
C 2.391 4.535 0.449
H 2.781 0.297 1.221
H 3.925 -0.451 0.111
H 3.214 1.132 -0.262
H 5.112 0.564 2.078
H 5.592 1.316 0.558
H 3.503 4.085 5.310
H 3.240 5.674 4.636
H 5.815 4.149 4.022
H 5.645 5.204 5.434
H 5.479 5.851 3.795
H 1.090 4.503 2.175
H 0.584 3.488 0.852
H 3.316 4.868 0.912
H 1.886 5.416 0.049
H 2.659 3.881 -0.381
*
```

6.
A cluster of 2 separate species, C17H28F9N2O2S in total at a distorted geometry, computed with ωB97M-V with the def2-TZVPD basis set.

The molar mass comes out at 495.47 g mol⁻¹. The calculation puts the maximum force at 11.0 eV/Å.

ORCA input file:
```
! wB97M-V def2-TZVPD RIJCOSX def2/J DEFGRID3
* xyz 1 1
O 2.597 -0.032 2.698
C 2.326 1.152 2.143
C 2.219 2.657 2.836
C 1.021 3.249 1.888
C 0.912 4.852 1.580
C -0.461 5.577 2.106
C -1.817 5.146 1.226
F -2.370 6.466 0.741
F -1.307 4.385 0.063
C -2.824 4.332 2.220
F -2.124 3.368 3.149
F -3.473 5.342 3.136
S -4.192 3.363 1.404
F -5.328 4.417 2.166
F -4.241 4.336 -0.001
F -3.145 2.192 0.721
F -4.257 2.363 2.837
F -5.515 2.470 0.762
C 1.550 2.639 0.428
N 2.068 1.204 0.625
H 3.292 3.120 2.803
H 1.937 2.528 3.965
H 0.062 2.602 2.061
H 1.807 5.371 2.175
H 1.109 5.141 0.439
H -0.281 6.751 1.973
H -0.622 5.432 3.273
H 2.299 3.318 -0.184
H 0.633 2.468 -0.301
H 1.156 0.690 0.457
C -0.436 -3.332 0.210
C -0.483 -3.021 -1.312
C -1.056 -4.202 -2.153
C -0.084 -5.328 -2.469
C 1.228 -4.778 -3.017
C 1.853 -3.723 -2.070
N 0.895 -2.607 -1.740
O 0.759 -1.808 -2.893
C 2.337 -4.466 -0.791
C 3.180 -3.191 -2.693
C -1.567 -1.889 -1.402
H 0.563 -3.505 0.609
H -0.802 -2.489 0.807
H -1.047 -4.207 0.465
H -1.416 -3.814 -3.117
H -1.939 -4.624 -1.657
H 0.086 -5.941 -1.579
H -0.533 -5.994 -3.215
H 1.925 -5.611 -3.174
H 1.051 -4.345 -4.011
H 2.768 -3.768 -0.065
H 3.116 -5.199 -1.036
H 1.552 -5.043 -0.293
H 3.038 -2.740 -3.680
H 3.905 -4.003 -2.828
H 3.647 -2.444 -2.038
H -1.237 -0.969 -0.910
H -2.494 -2.212 -0.905
H -1.843 -1.646 -2.435
*
```

no.,energy (eV)
1,-34907.270
2,-105344.831
3,-50223.690
4,-125614.807
5,-89980.455
6,-60431.144